{"formula": "C21H32BN3O4", "method": "ωB97M-V/def2-TZVPD", "homo_lumo_gap_ev": 8.822, "energy_ha": -1309.49988, "relative_energy_kcal_mol": 0.0, "smiles": "CCOB(O)C1=CC(=O)C=C(C)C1=O.CCCC#N.CCCC#N.CCCC#N", "total_charge": 0, "symbols": ["O", "O", "O", "O", "N", "N", "N", "C", "C", "C", "C", "C", "C", "C", "C", "C", "C", "C", "C", "C", "C", "C", "C", "C", "C", "C", "C", "C", "B", "H", "H", "H", "H", "H", "H", "H", "H", "H", "H", "H", "H", "H", "H", "H", "H", "H", "H", "H", "H", "H", "H", "H", "H", "H", "H", "H", "H", "H", "H", "H", "H"], "positions_angstrom": [[-4.2159, 2.9514, -0.7164], [0.5137, 2.5290, -3.1361], [-2.5258, -0.1217, -4.2695], [0.3491, 0.1589, -3.3458], [2.7749, -3.8047, -0.6481], [-0.3048, 3.3490, 0.2018], [3.3510, 4.2172, 4.9071], [0.0617, -5.9743, -1.9449], [1.3154, -6.7805, -1.6230], [-3.6377, 2.0613, -1.2559], [1.5453, -0.0419, -2.5646], [-4.5410, -1.4258, -2.6659], [-2.6967, 0.3253, -3.1921], [-3.9050, -0.0867, -2.3930], [-2.1958, 2.1835, -1.6809], [-0.4416, 3.8336, 1.2230], [2.0299, -6.2915, -0.3591], [3.6460, 1.4941, 2.8058], [-1.1330, 3.4144, 3.5540], [3.8353, 1.7204, 4.3088], [-2.4874, 2.8339, 3.1590], [1.6908, -1.5145, -2.1044], [2.4556, -4.8902, -0.5199], [3.5675, 3.1292, 4.6500], [-0.6130, 4.4482, 2.5503], [-1.7528, 1.3428, -2.6063], [2.2300, 1.8076, 2.3408], [-4.3570, 0.7553, -1.4843], [-0.2202, 1.3847, -3.0575], [1.8625, -1.5624, -1.0295], [2.5777, -1.9376, -2.5835], [0.8227, -2.1259, -2.3679], [1.6146, 0.6178, -1.6896], [1.9824, 2.8587, 2.4998], [1.9990, -6.7321, -2.4733], [-1.5522, 2.9463, -1.2261], [-2.8320, 2.1268, 3.9144], [1.4967, 1.1962, 2.8725], [-1.2173, 3.8871, 4.5341], [3.1566, 1.0853, 4.8804], [0.0487, 3.2902, -2.7684], [-3.2391, 3.6198, 3.0629], [-0.6510, -6.0104, -1.1179], [-0.4104, 2.6017, 3.6516], [4.3504, 2.1141, 2.2474], [-3.8065, -2.1795, -2.9647], [0.3488, 4.8451, 2.8790], [-0.4296, -6.3738, -2.8325], [-5.2239, -1.3098, -3.5191], [2.9101, -6.9039, -0.1614], [-2.4328, 2.2956, 2.2109], [0.2991, -4.9286, -2.1477], [4.8558, 1.4748, 4.6038], [-1.3109, 5.2821, 2.4632], [3.8803, 0.4540, 2.5711], [-5.2409, 0.5363, -0.8914], [-5.1262, -1.7883, -1.8165], [1.0424, -7.8295, -1.4907], [2.1261, 1.6086, 1.2741], [2.3921, 0.1945, -3.2236], [1.3686, -6.3614, 0.5059]], "forces_ev_per_angstrom": [[-0.747, 1.677, 0.985], [-0.128, -0.027, 0.422], [0.503, -1.122, -2.557], [0.030, 0.650, 1.177], [0.482, 0.866, -0.005], [0.605, -0.320, -0.682], [-0.273, 1.167, 0.202], [0.000, -0.011, -0.034], [-0.248, 0.004, -0.165], [0.544, -1.426, -0.281], [0.821, -0.861, -0.610], [-0.123, 0.250, -0.644], [-0.337, 0.898, 2.249], [0.313, -0.869, 0.105], [-0.972, -0.036, 0.089], [-0.101, 0.845, 1.292], [0.051, 0.174, -0.327], [-0.178, -0.035, -0.187], [-0.273, -0.198, 0.088], [0.046, 0.296, -0.215], [0.021, -0.018, 0.034], [0.164, 0.726, -0.293], [-0.361, -1.413, 0.398], [0.307, -1.481, -0.089], [0.045, -0.320, -0.047], [0.622, 0.004, -0.544], [0.017, -0.047, -0.100], [0.517, 0.714, 0.274], [-0.674, -0.812, -0.689], [-0.137, -0.077, -0.136], [-0.230, -0.155, 0.125], [0.070, 0.221, 0.040], [-0.328, 0.066, -0.282], [0.030, -0.016, 0.041], [0.064, -0.031, 0.078], [-0.774, -0.339, -0.309], [-0.014, 0.034, -0.001], [0.003, 0.005, -0.020], [0.106, 0.073, -0.048], [-0.009, 0.046, 0.034], [0.091, -0.021, -0.120], [-0.006, -0.036, -0.032], [0.001, 0.018, -0.020], [0.074, 0.096, 0.002], [0.056, -0.027, 0.084], [-0.041, 0.172, 0.129], [0.014, 0.031, -0.090], [-0.017, -0.002, 0.035], [0.113, -0.158, 0.127], [0.023, 0.067, 0.066], [-0.005, 0.067, -0.024], [0.017, -0.008, 0.056], [-0.022, 0.050, 0.090], [0.005, -0.007, -0.076], [0.058, 0.014, 0.086], [0.068, 0.292, -0.010], [0.159, 0.168, -0.055], [0.098, 0.003, 0.065], [-0.055, 0.002, 0.027], [-0.107, 0.124, 0.274], [0.020, 0.055, 0.015]]}